Entry 1:
Formula: C22H26IrN4O3S
Source: the Open Molecules 2025 dataset
Level of theory: wB97M-V/def2-TZVPD

Atoms and positions in Å:
Ir (-0.36, 0.52, 0.17)
S (3.16, -2.65, 5.60)
O (4.19, -3.15, 4.76)
O (2.42, -3.51, 6.46)
O (3.57, -1.32, 6.31)
N (-0.61, 0.62, 2.35)
N (-1.14, -1.53, -0.58)
N (-1.45, 2.35, -0.79)
N (0.33, 0.49, -1.65)
C (-2.76, 2.03, -1.38)
C (1.28, 2.10, -3.32)
C (-2.51, -1.50, -1.12)
C (-0.05, -3.13, -2.11)
C (-1.60, 3.39, 0.23)
C (-0.12, -0.69, 4.37)
C (-0.51, 2.72, -1.85)
C (0.82, -3.42, -3.16)
C (2.06, -1.63, 4.67)
C (2.51, -1.05, 3.49)
C (0.54, -0.77, -2.23)
C (-0.19, -1.84, -1.65)
C (0.34, 4.32, -3.43)
C (0.38, 1.73, -2.31)
C (0.32, -0.15, 3.16)
C (0.76, -1.43, 5.13)
C (1.63, -0.31, 2.72)
C (1.55, -2.39, -3.73)
C (1.41, -1.09, -3.27)
C (1.25, 3.37, -3.87)
C (-1.06, -2.48, 0.54)
C (-0.54, 3.98, -2.41)
H (-2.53, -0.86, -2.00)
H (0.45, -1.88, 6.07)
H (-2.23, 3.00, 1.03)
H (-1.56, 0.33, 2.60)
H (-1.37, -3.49, 0.26)
H (2.03, -0.33, -3.73)
H (0.32, 5.31, -3.87)
H (-3.19, -1.12, -0.37)
H (-1.74, -2.13, 1.33)
H (1.96, 3.62, -4.65)
H (-2.82, -2.51, -1.43)
H (-2.63, 1.31, -2.18)
H (-1.25, 4.72, -2.06)
H (-1.14, -0.54, 4.70)
H (3.53, -1.20, 3.18)
H (-3.23, 2.93, -1.79)
H (-0.56, 1.60, 2.61)
H (1.93, 0.13, 1.78)
H (-0.62, 3.66, 0.63)
H (2.24, -2.59, -4.53)
H (0.93, -4.43, -3.51)
H (-0.04, -2.51, 0.93)
H (2.04, 1.43, -3.66)
H (-3.41, 1.61, -0.61)
H (-0.63, -3.93, -1.67)
H (-2.08, 4.30, -0.15)

Computed properties:
charge	+1
2S+1	5
HOMO (spin up / spin down)	-10.308 / -11.137	eV
Kohn-Sham gap (spin up / spin down)	7.6 / 5.2	eV
total energy	-1800.80530	Ha
maximum force	0.27	eV Å⁻¹

***

Entry 2:
Formula: C22H26MoN3S2
Source: the Open Molecules 2025 dataset
Level of theory: wB97M-V/def2-TZVPD

Atoms and positions in Å:
Mo (-0.02, 0.99, 2.25)
S (1.24, 1.71, 0.57)
S (4.86, 2.82, 1.44)
N (2.61, 0.67, 0.70)
N (4.52, -1.16, -4.49)
N (7.54, 1.58, -3.89)
C (-2.09, 0.29, 0.31)
C (-2.11, -1.34, 1.92)
C (4.72, 1.86, 0.04)
C (-2.10, 0.94, 1.56)
C (-2.14, -1.10, 0.53)
C (4.58, -0.52, -3.53)
C (6.70, 1.42, -3.12)
C (2.53, 0.86, 3.20)
C (-1.92, 2.37, 1.92)
C (5.67, 1.23, -2.14)
C (2.71, -0.05, 1.97)
C (3.70, 0.90, -0.19)
C (1.65, -1.15, 2.00)
C (-1.89, 0.23, 4.03)
C (3.68, 0.15, -1.36)
C (-2.00, -2.68, 2.57)
C (-2.06, -0.09, 2.57)
C (5.69, 1.98, -0.99)
C (4.09, -0.70, 2.07)
C (-1.96, 0.95, -1.02)
C (4.64, 0.29, -2.35)
C (-2.05, -2.14, -0.54)
H (1.56, 1.41, 3.40)
H (2.87, -0.55, -1.50)
H (1.66, -1.70, 2.94)
H (4.27, -1.35, 1.21)
H (0.59, -0.87, 1.78)
H (6.49, 2.70, -0.84)
H (-1.97, -0.66, 4.65)
H (3.23, 1.69, 3.12)
H (-2.34, 1.98, -1.01)
H (-2.62, -3.42, 2.06)
H (-2.33, -2.65, 3.61)
H (1.84, -1.85, 1.18)
H (-2.50, 0.40, -1.79)
H (-2.00, 3.04, 1.07)
H (2.72, 0.28, 4.10)
H (4.86, 0.07, 2.11)
H (-0.89, 0.67, 4.30)
H (-2.72, -1.93, -1.38)
H (-0.97, -3.06, 2.56)
H (-2.31, -3.13, -0.16)
H (-2.59, 2.69, 2.72)
H (-1.04, -2.21, -0.95)
H (-2.61, 0.97, 4.38)
H (-0.87, 2.67, 2.39)
H (4.14, -1.30, 2.98)
H (-0.91, 1.00, -1.32)

Computed properties:
charge	-1
HOMO	-4.084	eV
Kohn-Sham gap	6.4	eV
total energy	-1882.70413	Ha
maximum force	0.17	eV Å⁻¹

***

Entry 3:
Formula: C22H26N2O4S
Source: the Open Molecules 2025 dataset
Level of theory: wB97M-V/def2-TZVPD

Atoms and positions in Å:
S (0.41, 2.69, 0.46)
O (0.03, 3.00, -0.85)
O (-2.16, -1.21, 1.91)
O (-0.76, 0.18, 2.93)
O (1.09, 3.74, 1.17)
N (-0.84, 2.10, 1.27)
N (-2.11, 1.34, -1.29)
C (2.82, -0.85, 1.05)
C (-1.52, -0.19, 2.24)
C (-4.80, -2.82, 0.05)
C (-1.57, 0.76, 1.01)
C (-4.10, -0.82, -0.99)
C (1.69, 1.41, -0.08)
C (-4.88, -2.22, -1.01)
C (-1.49, -0.29, -3.07)
C (5.25, -2.11, -1.60)
C (3.25, 0.06, -1.04)
C (-2.13, 1.14, -2.69)
C (5.45, -1.75, 1.12)
C (2.44, 1.08, -0.94)
C (3.78, -3.27, 0.19)
C (-2.21, 0.37, -0.34)
C (-3.11, -0.63, -0.24)
C (4.57, -1.92, -0.21)
C (3.58, -0.65, -0.15)
C (-2.93, -1.52, 0.98)
C (-0.11, -0.34, -2.61)
C (-3.80, -2.43, 1.12)
C (1.97, 0.38, 1.20)
H (4.60, -2.10, -2.58)
H (3.11, -1.41, 1.86)
H (-5.65, -2.39, -1.57)
H (0.08, -0.40, -1.50)
H (0.48, -1.18, -3.18)
H (2.24, 1.94, -1.85)
H (-3.31, 1.15, -3.08)
H (3.85, 0.00, -2.20)
H (6.22, -2.56, 0.72)
H (-4.40, -0.26, -1.71)
H (3.18, -3.23, 0.98)
H (0.43, 0.44, -3.00)
H (5.08, -2.02, 1.89)
H (4.56, -4.20, -0.01)
H (-0.64, 2.15, 2.05)
H (5.88, -0.86, -1.69)
H (3.01, -3.34, -0.84)
H (-5.34, -3.86, 0.33)
H (-3.47, -3.16, 1.89)
H (-1.72, -0.34, -4.20)
H (1.42, 0.35, 2.17)
H (-1.92, 1.92, -3.15)
H (-1.38, 2.00, -1.07)
H (6.00, -0.91, 0.82)
H (-2.14, -1.07, -2.65)
H (5.93, -2.88, -1.60)

Computed properties:
HOMO	-7.855	eV
Kohn-Sham gap	7.5	eV
total energy	-1661.78780	Ha
maximum force	18.94	eV Å⁻¹

***

Entry 4:
Formula: C22H26N4O
Source: the Open Molecules 2025 dataset
Level of theory: wB97M-V/def2-TZVPD

Atoms and positions in Å:
O (0.78, -2.24, -2.29)
N (-3.86, 1.24, 0.83)
N (-2.65, -1.49, -1.09)
N (1.94, -1.96, -1.62)
N (0.21, -1.20, -0.45)
C (3.39, 2.44, -1.33)
C (1.93, -1.06, 1.90)
C (-2.60, -0.08, -0.75)
C (-0.21, -1.75, -1.54)
C (1.76, 1.66, 0.76)
C (-2.69, -2.32, 0.10)
C (3.34, 1.11, -0.94)
C (-5.13, -0.07, -0.71)
C (3.87, -2.44, 1.66)
C (2.43, -2.47, 2.16)
C (-3.92, 0.38, -0.18)
C (2.49, -0.76, 0.49)
C (-6.31, 0.39, -0.15)
C (1.57, -1.35, -0.53)
C (3.87, -1.46, 0.47)
C (-5.00, 1.68, 1.35)
C (2.63, 3.40, -0.68)
C (1.81, 2.98, 0.37)
C (2.54, 0.71, 0.12)
C (2.70, 4.84, -1.09)
C (-6.25, 1.29, 0.90)
C (-1.63, -1.89, -2.02)
H (-7.26, 0.05, -0.54)
H (-2.42, 0.49, -1.67)
H (-1.79, -2.95, -2.28)
H (3.59, 5.30, -0.67)
H (4.02, 2.73, -2.16)
H (0.85, -0.98, 1.93)
H (1.84, -3.19, 1.58)
H (3.93, 0.38, -1.48)
H (-1.80, 0.16, -0.04)
H (4.23, -3.43, 1.37)
H (4.00, -1.98, -0.47)
H (1.10, 1.37, 1.56)
H (2.75, 4.93, -2.17)
H (-4.89, 2.38, 2.17)
H (1.83, 5.38, -0.73)
H (-7.15, 1.67, 1.36)
H (-1.78, -2.23, 0.71)
H (-2.82, -3.36, -0.19)
H (4.53, -2.07, 2.45)
H (4.66, -0.72, 0.58)
H (-3.54, -2.02, 0.71)
H (2.36, -2.75, 3.21)
H (1.19, 3.71, 0.88)
H (2.38, -0.37, 2.61)
H (-1.73, -1.31, -2.94)
H (-5.12, -0.78, -1.52)

Computed properties:
structure (SMILES)	Cc1ccc(C2(c3noc(CN(C)Cc4ccccn4)n3)CCCC2)cc1
HOMO	-8.729	eV
Kohn-Sham gap	9.5	eV
total energy	-1148.17139	Ha
maximum force	1.15	eV Å⁻¹

***

Entry 5:
Formula: C22H26N4O2
Source: the Open Molecules 2025 dataset
Level of theory: wB97M-V/def2-TZVPD

Atoms and positions in Å:
O (0.33, -3.27, 0.06)
O (3.13, 0.17, 4.34)
N (-2.55, 3.19, 0.07)
N (3.29, -0.37, 2.15)
N (0.99, -1.55, -1.30)
N (1.35, -0.80, 3.33)
C (-0.64, -3.43, -4.04)
C (-2.13, 4.57, 0.16)
C (2.82, -1.06, 1.04)
C (-1.81, 2.16, 0.59)
C (-0.68, 2.40, 1.39)
C (2.61, -0.29, 3.35)
C (0.08, 1.37, 1.90)
C (0.43, -1.90, -2.54)
C (-0.12, -3.15, -2.79)
C (-2.13, 0.82, 0.34)
C (-0.07, -1.23, -4.80)
C (-0.62, -2.48, -5.05)
C (0.90, -2.21, -0.11)
C (3.85, -1.34, -0.01)
C (-3.82, 2.96, -0.59)
C (1.54, -1.46, 1.00)
C (-0.27, 0.04, 1.66)
C (0.45, -0.94, -3.55)
C (0.60, -1.11, 2.14)
C (-1.38, -0.21, 0.87)
C (-2.61, 5.25, 1.44)
C (-3.68, 2.70, -2.09)
H (-1.67, -1.23, 0.66)
H (-3.06, 1.82, -2.27)
H (-1.06, -4.40, -4.23)
H (-3.20, 3.55, -2.57)
H (4.72, -1.80, 0.44)
H (1.39, -0.62, -1.27)
H (-4.65, 2.55, -2.54)
H (-2.22, 4.74, 2.32)
H (-1.04, 4.62, 0.09)
H (-0.38, 3.41, 1.63)
H (-1.02, -2.71, -6.02)
H (4.26, -0.12, 2.19)
H (-2.98, 0.56, -0.27)
H (-4.45, 3.85, -0.43)
H (-0.14, -3.89, -2.01)
H (0.88, 0.03, -3.36)
H (-2.27, 6.28, 1.46)
H (-0.05, -0.48, -5.58)
H (-4.33, 2.12, -0.11)
H (-0.04, -1.98, 2.34)
H (-2.53, 5.10, -0.71)
H (3.46, -2.01, -0.77)
H (4.16, -0.41, -0.48)
H (0.94, 1.60, 2.50)
H (0.83, -0.70, 4.19)
H (-3.69, 5.24, 1.49)

Computed properties:
structure (SMILES)	CCN(CC)c1ccc([C@@H]2NC(=O)NC(C)=C2C(=O)Nc2ccccc2)cc1
HOMO	-7.491	eV
Kohn-Sham gap	8.0	eV
total energy	-1223.49907	Ha
maximum force	0.58	eV Å⁻¹

***

Entry 6:
Formula: C22H26N4O5S
Source: the Open Molecules 2025 dataset
Level of theory: wB97M-V/def2-TZVPD

Atoms and positions in Å:
S (2.30, 0.75, -0.64)
O (-3.77, 2.93, 1.58)
O (2.26, -0.63, -1.03)
O (-2.48, -0.94, 1.13)
O (3.22, 1.13, 0.39)
O (2.14, -3.13, 1.94)
N (-4.14, 0.75, 1.15)
N (-3.78, -2.63, 0.59)
N (-4.54, -1.53, 0.64)
N (2.49, 1.70, -2.00)
C (-1.93, 1.63, 0.77)
C (2.88, 1.02, -3.23)
C (2.11, 3.89, -0.96)
C (-2.56, -2.29, 0.88)
C (3.08, 2.99, -1.73)
C (-1.70, 1.25, -0.55)
C (1.82, 1.15, -4.33)
C (-0.48, -5.35, 0.84)
C (-3.34, 1.86, 1.22)
C (-0.17, -2.63, 1.36)
C (0.42, 1.56, 1.22)
C (0.91, -3.49, 1.52)
C (-0.41, 1.02, -0.98)
C (2.42, -1.77, 2.19)
C (1.57, 2.59, -4.76)
C (-0.87, 1.80, 1.65)
C (0.74, -4.86, 1.25)
C (-3.75, -0.55, 0.95)
C (-1.57, -4.51, 0.71)
C (-1.41, -3.15, 0.98)
C (2.63, 5.32, -0.88)
C (0.64, 1.17, -0.09)
H (-2.54, -4.87, 0.41)
H (1.75, -1.36, 2.95)
H (1.19, 3.17, -3.93)
H (2.34, -1.18, 1.27)
H (-0.07, -1.57, 1.54)
H (2.17, 0.57, -5.19)
H (3.84, 1.40, -3.58)
H (-2.53, 1.13, -1.23)
H (3.00, -0.04, -2.99)
H (3.44, -1.74, 2.55)
H (-0.59, -6.40, 0.64)
H (-0.20, 0.70, -1.99)
H (1.60, -5.50, 1.37)
H (3.34, 3.46, -2.68)
H (1.94, 5.94, -0.32)
H (4.00, 2.87, -1.14)
H (2.74, 5.75, -1.88)
H (-5.14, 0.88, 1.30)
H (1.98, 3.49, 0.04)
H (3.59, 5.35, -0.39)
H (2.49, 3.05, -5.12)
H (0.84, 2.62, -5.56)
H (1.27, 1.66, 1.88)
H (1.14, 3.87, -1.46)
H (-1.06, 2.11, 2.66)
H (0.89, 0.71, -3.98)

Computed properties:
structure (SMILES)	CCCN(CCC)S(=O)(=O)c1ccc(C(=O)Nc2nnc(-c3cccc(OC)c3)o2)cc1
HOMO	-8.324	eV
Kohn-Sham gap	8.3	eV
total energy	-1847.32724	Ha
maximum force	1.71	eV Å⁻¹

***

Entry 7:
Formula: C22H26N5O2PReS4
Source: the Open Molecules 2025 dataset
Level of theory: wB97M-V/def2-TZVPD

Atoms and positions in Å:
Re (0.85, -0.82, -0.57)
S (1.59, -3.10, -0.08)
S (-2.35, 1.07, -0.14)
S (0.40, -0.19, 1.76)
S (4.33, -3.81, 1.02)
P (-1.15, 1.11, 1.43)
O (-0.57, 2.61, 1.48)
O (-1.97, 0.86, 2.78)
N (2.82, -0.50, -0.10)
N (3.64, -1.44, 0.33)
N (0.64, -1.03, -2.67)
N (1.18, 1.28, -0.99)
N (-1.06, -1.65, -0.79)
C (-1.78, -2.13, 0.23)
C (0.41, 3.06, 2.43)
C (-0.57, -1.45, -3.10)
C (-0.20, 3.34, 3.79)
C (2.64, 3.12, -0.46)
C (-1.45, -1.97, -2.05)
C (3.20, -2.66, 0.41)
C (2.36, 1.75, -0.50)
C (-2.86, -2.97, 0.06)
C (3.26, 0.74, -0.05)
C (-3.68, 1.26, 4.38)
C (1.52, -0.61, -3.58)
C (1.72, 4.01, -0.97)
C (3.33, -5.29, 1.29)
C (-0.02, -0.92, -5.37)
C (-2.54, -2.80, -2.29)
C (0.33, 2.15, -1.54)
C (-3.25, -3.33, -1.22)
C (-3.23, 1.52, 2.96)
C (0.56, 3.51, -1.54)
C (1.24, -0.53, -4.93)
C (-0.93, -1.39, -4.44)
H (1.98, -0.16, -5.61)
H (-3.11, 2.59, 2.76)
H (-3.78, 0.19, 4.56)
H (-2.81, -3.07, -3.30)
H (1.20, 2.30, 2.52)
H (-0.29, -0.85, -6.41)
H (2.52, -5.34, 0.56)
H (-1.47, -1.84, 1.23)
H (-0.17, 4.17, -1.98)
H (-3.38, -3.34, 0.93)
H (3.99, -6.14, 1.18)
H (-4.06, -4.02, -1.39)
H (-3.94, 1.12, 2.23)
H (-4.63, 1.74, 4.56)
H (-1.92, -1.67, -4.75)
H (1.90, 5.08, -0.92)
H (-2.95, 1.66, 5.08)
H (2.93, -5.26, 2.30)
H (0.58, 3.66, 4.47)
H (-0.67, 2.45, 4.19)
H (3.58, 3.44, -0.03)
H (4.25, 0.95, 0.33)
H (-0.57, 1.74, -1.97)
H (2.49, -0.31, -3.20)
H (-0.95, 4.13, 3.71)
H (0.82, 3.97, 1.99)

Computed properties:
charge	+1
2S+1	3
HOMO (spin up / spin down)	-10.371 / -10.040	eV
Kohn-Sham gap (spin up / spin down)	6.7 / 5.7	eV
total energy	-3290.53331	Ha
maximum force	2.38	eV Å⁻¹

***

Entry 8:
Formula: C22H26N5O5Ti
Source: the Open Molecules 2025 dataset
Level of theory: wB97M-V/def2-TZVPD

Atoms and positions in Å:
Ti (0.78, 0.13, -0.34)
O (2.42, -0.78, 0.06)
O (0.44, 0.10, 1.85)
O (-1.04, -3.56, 0.40)
O (-0.01, -1.73, -0.36)
O (2.96, -2.93, 0.37)
N (0.91, -1.04, -5.19)
N (-1.40, 0.69, -0.38)
N (2.05, -2.96, -4.59)
N (0.85, -0.25, -2.54)
N (-1.79, 1.66, 0.48)
C (0.37, 0.11, -4.81)
C (1.44, -1.80, -4.23)
C (1.60, -0.39, 2.59)
C (1.95, 2.13, -0.90)
C (-3.11, 1.67, 0.66)
C (1.70, 2.95, 1.22)
C (-2.51, 0.05, -0.75)
C (-0.41, -0.66, 3.87)
C (0.79, 2.94, -0.87)
C (1.40, -1.40, -2.88)
C (0.34, 0.53, -3.50)
C (-3.62, 0.64, -0.11)
C (-0.50, -0.89, 2.36)
C (0.65, 3.45, 0.43)
C (2.50, 2.13, 0.41)
C (0.17, -2.21, 1.96)
C (-0.33, -2.58, 0.57)
C (1.69, -1.83, 2.08)
C (2.43, -1.91, 0.74)
C (-2.53, -1.11, -1.68)
C (1.10, -0.34, 4.04)
C (-3.79, 2.66, 1.54)
H (-1.48, -0.71, 1.91)
H (2.45, 1.77, -1.79)
H (1.89, -3.29, -5.52)
H (-4.65, 0.35, -0.21)
H (-2.47, -2.05, -1.13)
H (-1.68, -1.09, -2.36)
H (-3.39, 2.62, 2.56)
H (2.45, 0.24, 2.37)
H (1.25, 0.64, 4.46)
H (-3.45, -1.10, -2.26)
H (3.40, 1.63, 0.70)
H (0.17, 3.20, -1.72)
H (-1.03, 0.18, 4.17)
H (1.85, 3.14, 2.27)
H (2.19, -2.49, 2.78)
H (-0.10, 4.16, 0.75)
H (-1.09, 2.32, 0.80)
H (1.81, -2.03, -2.09)
H (1.62, -1.07, 4.66)
H (-0.06, 0.72, -5.59)
H (-0.10, -3.02, 2.64)
H (-0.11, 1.46, -3.19)
H (-4.86, 2.46, 1.58)
H (-0.73, -1.54, 4.42)
H (2.26, -3.64, -3.88)
H (-3.64, 3.67, 1.17)

Computed properties:
2S+1	2
HOMO (spin up / spin down)	-7.522 / -7.723	eV
Kohn-Sham gap (spin up / spin down)	7.4 / 7.6	eV
total energy	-2353.53233	Ha
maximum force	0.26	eV Å⁻¹